Record 1
Entry from the OMol25 dataset: a 2-piece molecular cluster, C5H11N overall (the ωB97M-V functional and the def2-TZVPD basis).

Summary:
Gap between HOMO and LUMO (spin up / spin down)   8.061 / 8.060 eV

```
17
Properties=species:S:1:pos:R:3:forces:R:3
C -0.120086 1.971632 0.651077 0.0 0.0 0.1
C 0.771612 0.785093 0.510307 0.1 -0.2 0.3
C -0.015756 -0.514307 -1.975474 -0.3 0.3 -0.9
N 0.456055 -0.397362 0.924736 0.2 0.0 -0.4
C -0.749751 -1.135076 1.238685 -0.5 0.1 0.2
C 0.473247 -1.733826 0.645895 0.2 -0.2 0.5
H -1.115023 1.687105 1.007731 0.2 0.0 0.0
H 0.317919 2.688058 1.354155 -0.2 0.0 -0.1
H -0.231493 2.487433 -0.313257 0.1 -0.2 0.2
H 1.753560 0.889891 0.054678 -0.1 0.0 0.2
H -0.811382 0.238011 -1.856588 0.2 -0.3 0.1
H -0.360151 -1.247246 -2.706739 0.0 0.1 -0.2
H 0.859153 0.003121 -2.385872 -0.1 -0.2 0.1
H -1.587352 -0.888483 0.572148 0.1 -0.3 0.2
H -1.005733 -1.249530 2.295993 0.1 0.3 -0.2
H 1.138270 -2.475269 1.058459 0.1 0.1 0.2
H 0.226910 -1.109246 -1.075935 -0.1 0.3 -0.4
```
Positions in Å, forces in eV/Å.

=====

Record 2
Entry from the OMol25 dataset: one molecule with the formula C5H11N (the ωB97M-V functional and the def2-TZVPD basis).

Summary:
Gap between HOMO and LUMO   8.217 eV

```
17
Properties=species:S:1:pos:R:3:forces:R:3
C -0.847586 1.927444 0.207490 0.0 0.0 0.1
C -0.553359 0.703476 -0.611193 0.3 -0.5 -0.1
C 0.835739 -0.842842 -0.586286 -0.5 0.2 0.0
C 2.133732 -0.247036 -0.121925 0.1 0.1 0.1
N -0.373102 -0.534488 -0.031531 0.1 -0.1 0.0
C -1.343692 -1.440243 0.569728 0.0 0.0 0.0
H -1.385080 1.650678 1.129200 0.1 0.1 -0.2
H -1.462853 2.643095 -0.357538 0.2 -0.2 0.1
H 0.065722 2.462634 0.522934 -0.2 -0.2 -0.1
H -0.592955 0.752463 -1.697725 0.0 0.0 0.2
H 0.896375 -1.760176 -1.198056 0.0 0.3 0.2
H 2.747709 -1.000806 0.406756 -0.2 0.2 -0.1
H 2.744289 0.128209 -0.957684 -0.2 -0.1 0.2
H 1.944476 0.584521 0.567579 0.1 -0.2 -0.2
H -2.292065 -0.904721 0.703045 0.2 -0.1 0.0
H -0.995611 -1.814377 1.544463 -0.1 0.1 -0.3
H -1.521742 -2.307834 -0.089254 0.1 0.3 0.1
```
Positions in Å, forces in eV/Å.

=====

Record 3
Entry from the OMol25 dataset: one molecule with the formula C5H11N (the ωB97M-V functional and the def2-TZVPD basis).

Summary:
Gap between HOMO and LUMO   10.034 eV
SMILES   C=CC[C@H](C)N

```
17
Properties=species:S:1:pos:R:3:forces:R:3
C 0.284597 -1.459229 -1.134972 -0.4 -2.3 -1.8
C 0.922430 -0.377929 -0.341120 1.1 1.3 3.6
C 0.078333 0.533940 0.728542 -1.8 -2.9 -3.1
C -1.058202 1.093484 -0.003306 -2.7 1.6 -1.4
C -2.225583 1.716558 0.300754 1.7 -0.6 2.4
N 1.860489 -1.027469 0.596407 2.1 0.0 0.2
H 1.097095 -2.060049 -1.867884 -2.2 1.8 2.1
H -0.588985 -1.148863 -1.754776 0.8 0.1 0.1
H -0.173591 -2.224886 -0.447632 0.7 0.6 -0.5
H 1.522719 0.308836 -0.937544 -0.2 0.0 -0.3
H -0.313217 -0.151613 1.458977 0.2 -0.2 0.8
H 0.641641 1.314265 1.122146 1.4 1.0 0.8
H -0.950414 0.966264 -1.064890 0.4 0.6 -0.7
H -2.670251 2.425153 -0.414974 -0.4 -1.0 0.4
H -2.522774 1.648529 1.412665 0.1 0.8 -1.8
H 1.455925 -1.162937 1.515165 -0.4 -0.3 -0.2
H 2.639788 -0.394053 0.832442 -0.4 -0.4 -0.5
```
Positions in Å, forces in eV/Å.

=====

Record 4
Entry from the OMol25 dataset: C5H11N as an isolated structure (the ωB97M-V functional and the def2-TZVPD basis).

Summary:
Gap between HOMO and LUMO   6.975 eV

```
17
Properties=species:S:1:pos:R:3:forces:R:3
C -1.626791 1.192041 -0.078691 -0.2 0.6 0.5
C -1.552897 -0.320937 0.045259 0.4 -0.6 -0.1
N 1.866599 0.549846 -0.941502 -0.6 -1.4 1.0
C 1.011185 -0.352560 -0.219707 0.4 -2.7 0.8
C -0.249461 -0.829607 -0.576612 0.0 -0.7 0.0
C 1.728027 -0.783524 1.051171 -1.5 1.1 1.3
H -2.571408 1.578634 0.291239 -0.4 -0.1 0.0
H -1.521703 1.536373 -1.103205 0.1 -0.1 -0.2
H -0.899526 1.747990 0.518246 0.3 -0.2 0.1
H -1.866825 -0.652056 1.039623 0.2 0.0 0.2
H -2.285376 -0.702746 -0.660942 -0.3 -0.2 0.2
H 1.653174 0.444885 -1.935337 -0.9 1.0 -0.1
H 0.982534 0.969475 -0.294966 1.6 2.0 -2.2
H -0.391323 -1.650537 -1.282934 0.3 1.2 -1.2
H 1.871969 0.024832 1.767368 0.4 0.2 0.1
H 1.164177 -1.546524 1.576161 -0.2 -0.1 0.0
H 2.687649 -1.205578 0.804834 0.3 0.1 -0.4
```
Positions in Å, forces in eV/Å.

=====

Record 5
Entry from the OMol25 dataset: one molecule with the formula C5H11N (the ωB97M-V functional and the def2-TZVPD basis).

Summary:
Gap between HOMO and LUMO   8.802 eV
SMILES   CCC/C=C/N

```
17
Properties=species:S:1:pos:R:3:forces:R:3
C -2.122678 0.756425 1.023918 1.6 -0.3 -1.2
C -0.695829 1.446249 1.224176 -1.7 1.4 -1.2
C 0.517886 0.566661 0.930038 -1.6 0.5 -0.1
C 0.457632 0.020138 -0.432901 2.5 -2.0 -1.8
C 1.313594 -0.994709 -0.866552 -1.4 0.7 2.1
N 0.864944 -1.872778 -1.874757 4.8 -0.8 0.8
H -2.328470 -0.064872 1.681197 0.1 -0.5 0.5
H -2.136551 0.355183 -0.025830 0.0 0.2 1.0
H -2.969102 1.421812 1.070333 0.0 0.6 0.3
H -0.779912 2.230706 0.384177 0.6 -0.6 1.5
H -0.595762 1.947991 2.217962 -0.2 -0.3 -0.8
H 1.420348 1.080197 1.018446 1.5 1.5 0.5
H 0.562672 -0.160049 1.699407 0.0 -1.3 0.6
H -0.071723 0.594548 -1.205782 -0.5 -0.7 0.4
H 2.258888 -1.296730 -0.228628 -2.2 0.2 -1.3
H 0.083999 -1.512810 -2.316314 -1.6 0.5 -1.5
H 1.677373 -2.255111 -2.443749 -2.0 0.7 0.5
```
Positions in Å, forces in eV/Å.

=====

Record 6
Entry from the OMol25 dataset: one molecule with the formula C5H11N (the ωB97M-V functional and the def2-TZVPD basis).

Summary:
Gap between HOMO and LUMO   9.763 eV
SMILES   CN1CC1(C)C

```
17
Properties=species:S:1:pos:R:3:forces:R:3
C -0.394721 1.958025 -0.497848 0.1 0.2 0.0
N -0.825396 0.687350 0.026497 -0.1 0.0 -0.2
C -0.550524 0.172094 1.343946 0.0 0.0 0.2
C -0.008323 -0.502298 0.122307 0.1 -0.2 -0.1
C -0.683652 -1.690819 -0.526468 0.0 -0.1 0.0
C 1.503997 -0.496895 -0.030026 0.0 0.1 0.0
H 0.665830 2.213325 -0.349400 -0.1 -0.1 0.1
H -0.598157 1.946845 -1.574680 0.1 0.1 0.1
H -1.011076 2.748646 -0.057246 0.1 -0.1 0.0
H -1.408889 -0.223000 1.887521 0.1 0.0 -0.1
H 0.188093 0.671623 1.978739 -0.1 0.0 -0.2
H -0.348207 -2.652870 -0.125707 0.0 0.1 0.0
H -0.458606 -1.671695 -1.601135 0.0 -0.1 0.2
H -1.767095 -1.600993 -0.414425 0.1 -0.1 0.0
H 1.906724 -1.390864 0.463767 -0.1 0.2 -0.1
H 1.809494 -0.539975 -1.081920 -0.1 0.0 0.1
H 1.980508 0.371500 0.436079 -0.1 -0.1 -0.1
```
Positions in Å, forces in eV/Å.

=====

Record 7
Entry from the OMol25 dataset: one molecule with the formula C5H11N (the ωB97M-V functional and the def2-TZVPD basis).

Summary:
Gap between HOMO and LUMO   10.567 eV
SMILES   C=CC[C@@H](C)N

```
17
Properties=species:S:1:pos:R:3:forces:R:3
C -0.481852 1.516977 -0.370653 -0.8 0.0 -0.3
C 0.339788 0.549046 0.442738 0.8 0.1 0.4
C -0.329147 -0.788907 0.690851 -0.4 0.0 -0.4
C -0.537304 -1.633516 -0.542714 0.1 0.1 -0.2
C 0.169466 -1.578100 -1.663122 -0.3 -0.1 -0.4
N 0.666695 1.183271 1.741878 0.3 -0.1 0.1
H -0.000945 2.490351 -0.438237 0.1 0.1 0.0
H -0.700420 1.166702 -1.381005 0.3 -0.1 0.0
H -1.472959 1.659720 0.072280 0.2 0.1 0.3
H 1.291085 0.352859 -0.064058 -0.1 -0.1 -0.3
H -1.310264 -0.630017 1.140015 0.0 0.1 0.3
H 0.284653 -1.356314 1.396478 -0.1 -0.1 0.1
H -1.368993 -2.332250 -0.520984 0.2 -0.2 0.2
H -0.026787 -2.258317 -2.485020 -0.2 0.0 0.1
H 0.912200 -0.831795 -1.882543 0.4 0.1 0.3
H 1.241265 0.548476 2.293379 -0.3 -0.2 0.0
H 1.323518 1.941814 1.570720 -0.3 0.2 -0.1
```
Positions in Å, forces in eV/Å.

=====

Record 8
Entry from the OMol25 dataset: one molecule with the formula C5H11N (the ωB97M-V functional and the def2-TZVPD basis).

Summary:
Gap between HOMO and LUMO   8.434 eV

```
17
Properties=species:S:1:pos:R:3:forces:R:3
C 2.114532 -1.138745 -0.221599 0.1 -0.1 0.0
C 1.266192 0.087350 -0.578278 0.0 0.0 -0.1
C 0.269231 0.424730 0.497255 0.2 -0.2 -0.1
C -1.320595 1.695095 0.775437 -0.3 0.2 0.1
N -1.064780 0.461352 0.277062 0.2 0.1 0.1
C -1.962796 -0.536308 -0.261321 0.0 -0.1 -0.1
H 2.613835 -1.001975 0.744915 -0.1 0.0 -0.2
H 1.489195 -2.035784 -0.144759 0.1 0.1 0.0
H 2.887270 -1.325873 -0.975164 -0.1 0.0 0.1
H 1.931395 0.946306 -0.756756 -0.1 -0.1 0.0
H 0.729481 -0.080406 -1.522049 0.1 0.0 0.1
H 0.617181 0.503897 1.523028 -0.1 0.0 -0.1
H -0.897402 2.563286 0.285702 0.0 -0.2 0.1
H -2.100502 1.839810 1.527462 0.1 0.0 -0.1
H -1.381407 -1.433036 -0.496590 -0.1 0.1 0.0
H -2.468698 -0.172680 -1.162255 0.1 -0.1 0.1
H -2.722127 -0.797024 0.487902 0.1 0.0 -0.1
```
Positions in Å, forces in eV/Å.

=====

Energy above the lowest of the compared OMol25 structures with the same formula, charge and spin / kJ/mol: 429.2, 322.7, 228.6, 522.6, 175.4, 121.1, 72.1, 322.6
Calculated total energy / a.u.: -251.69904, -251.73963, -251.77546, -251.66349, -251.79571, -251.81639, -251.83505, -251.73967